# 1
A 2-piece molecular cluster, CH4Cl2OSi overall in a non-equilibrium geometry, computed with ωB97M-V/def2-TZVPD.

Geometry (Å):
C 1.70 -0.32 -0.29
O -0.87 0.47 1.01
Si 0.47 0.93 0.49
Cl -4.70 -1.38 -0.24
Cl 1.00 2.86 0.43
H 1.35 -1.34 -0.30
H 1.85 -0.05 -1.35
H 2.73 -0.13 0.15
H -3.52 -1.04 0.10

Results
Charge: 0
Multiplicity: 1
SMILES string: C[Si](=O)Cl.Cl

Results of the natural (NBO) charge analysis, in e, for atoms 1 through 4: -1.1452 -1.1676 1.8865 -0.2819

# 2
One molecule with the formula C6H10O in a non-equilibrium geometry, computed with ωB97M-V/def2-TZVPD.

Geometry (Å):
C 1.83 -0.58 0.18
C 0.60 0.19 0.62
C 0.07 1.27 -0.36
C -1.43 1.03 -0.37
C -1.81 0.12 0.55
C -0.62 -0.71 0.66
O -0.84 -1.12 -1.04
H 1.61 -1.09 -0.76
H 2.70 0.08 0.04
H 2.10 -1.34 0.92
H 0.80 0.64 1.60
H 0.54 1.17 -1.34
H 0.24 2.29 0.00
H -2.08 1.50 -1.09
H -2.81 -0.26 0.72
H -0.61 -1.56 1.37
H -0.31 -1.62 -1.70

Results
Charge: 0
Multiplicity: 1
SMILES string: C[C@H]1CC=C[C@H]1O

Results of the natural (NBO) charge analysis, in e, for atoms 1 through 4: -0.5990 -0.2631 -0.4451 -0.0121

# 3
One molecule with the formula C6H10, computed with ωB97M-V/def2-TZVPD.

Geometry (Å):
C 0.53 -1.14 1.28
C 0.15 -1.88 -0.01
C -0.25 -0.97 -1.20
C 0.16 0.42 -1.05
C 0.11 1.56 -0.66
C -0.30 2.82 -0.05
H 1.44 -0.56 1.14
H 0.70 -1.86 2.09
H -0.26 -0.45 1.60
H -0.70 -2.54 0.19
H 0.99 -2.52 -0.30
H 0.07 -1.41 -2.15
H -1.34 -0.90 -1.25
H 0.50 3.57 0.04
H -1.13 3.25 -0.62
H -0.67 2.58 0.95

Results
Charge: 0
Multiplicity: 1
SMILES string: CC#CCCC

Results of the natural (NBO) charge analysis, in e, for atoms 1 through 4: -0.6075 -0.3841 -0.4693 -0.0257

# 4
A 3-piece molecular cluster, C3H9NO4 overall in a non-equilibrium geometry, computed with ωB97M-V/def2-TZVPD.

Geometry (Å):
O -0.41 1.45 1.63
C -0.53 0.30 1.23
N 0.47 -0.22 0.35
C 0.72 -1.62 0.04
O 1.86 -1.98 0.18
C -1.89 -0.24 1.28
H 1.34 0.35 0.41
H -0.25 -2.15 -0.17
H -2.33 -0.54 2.20
H -2.58 0.67 0.99
H -2.09 -1.13 0.57
H 3.01 1.16 -0.65
H 3.88 0.00 -0.72
O 3.60 0.62 -0.08
H -1.55 1.85 -2.12
H -1.22 0.47 -2.54
O -2.05 1.03 -2.61

Results
Charge: 0
Multiplicity: 1
SMILES string: CC(=O)NC=O.O.O

Results of the natural (NBO) charge analysis, in e, for atoms 1 through 4: -0.5750 0.6647 -0.7003 0.5406

# 5
An isolated ion of composition C3H9N2 and charge +1 in a non-equilibrium geometry, computed with ωB97M-V/def2-TZVPD.

Geometry (Å):
C 0.41 1.50 -0.46
C -0.29 0.22 -1.16
N -1.19 -0.41 -0.22
C -0.46 -0.67 1.07
N 0.78 -1.28 0.95
H 0.03 1.94 0.46
H 0.52 2.23 -1.22
H 1.49 1.24 -0.18
H 0.60 -0.42 -1.58
H -0.70 0.48 -2.12
H -1.16 -1.41 -0.32
H -0.64 0.10 1.83
H 1.15 -1.74 1.76
H -0.54 -1.77 1.19

Results
Charge: +1
Multiplicity: 1

Results of the natural (NBO) charge analysis, in e, for atoms 1 through 4: -0.6515 -0.2498 -0.5224 0.0301

# 6
A 2-piece molecular cluster, C10H10BFO overall in a non-equilibrium geometry, computed with ωB97M-V/def2-TZVPD.

Geometry (Å):
B 0.59 -0.45 0.25
C -1.30 1.19 -0.84
C -2.65 1.43 -0.85
C -2.99 -0.61 0.42
C -0.79 0.10 -0.21
C -1.65 -0.81 0.36
C -3.47 0.50 -0.20
C 2.94 1.58 0.55
C 2.79 0.47 -0.11
C -0.91 -2.00 0.99
C 3.73 -0.47 -0.66
O 0.44 -1.55 0.90
F -4.77 0.70 -0.14
H -0.62 1.90 -1.23
H -3.16 2.22 -1.48
H -3.64 -1.36 0.84
H 3.92 1.96 0.69
H 2.16 2.29 0.68
H -1.18 -2.18 1.98
H -1.08 -2.86 0.41
H 3.29 -0.80 -1.49
H 4.64 0.01 -0.91
H 3.74 -1.24 0.05

Results
Charge: 0
Multiplicity: 1

Results of the natural (NBO) charge analysis, in e, for atoms 1 through 4: 0.9327 -0.1422 -0.2854 -0.2950

Computed Kohn-Sham gap, in the same sequence as the records: 10.8; 9.9; 10.3; 10.5; 6.4; 8.7 eV.
Computed ΔE to the lowest compared entry with this formula, charge and spin, in the same sequence as the records: 62.7; 57.7; 38.5; 34.3; 170.7; 24.0 kcal per mole.